Density functional theory data (ωB97M-V with the def2-TZVPD basis set) for a cluster of 6 separate species, C29H57NO19 in total at a distorted geometry.

Element x y z (Å)
1 C 1.6643 -0.7625 0.5433
2 C 1.1056 -0.6830 -0.9637
3 C -0.0464 0.4002 -1.1996
4 N -1.1617 0.3520 -0.2093
5 C -2.3775 1.0808 -0.6637
6 C -2.2501 2.2760 -1.7193
7 C -2.7071 1.8765 -3.2261
8 C -1.8268 2.5687 -4.3738
9 C -0.4401 1.8328 -4.7015
10 C -0.5370 0.6601 -5.7878
11 C -1.6143 -0.4768 -5.4595
12 C -1.0986 -1.5488 -4.3501
13 O -2.0192 -1.6704 -3.2425
14 C -1.7493 -2.8345 -2.4252
15 C -2.9771 1.6270 0.7443
16 O -4.3905 1.6715 0.3148
17 C -4.5957 0.7394 -0.7442
18 O -5.6294 0.6345 -1.4128
19 O -3.3386 0.0192 -0.8815
20 H 2.8150 -0.7256 0.4692
21 H 1.3171 -1.7294 1.0518
22 H 1.2861 0.1807 1.0893
23 H 0.7903 -1.7102 -1.3778
24 H 1.9937 -0.3581 -1.6302
25 H 0.3906 1.4679 -1.1632
26 H -0.5187 0.1617 -2.2258
27 H -0.8792 0.6540 0.7299
28 H -1.2345 2.7968 -1.7351
29 H -3.0059 3.0842 -1.3820
30 H -2.7543 0.7392 -3.2695
31 H -3.7887 2.2543 -3.3727
32 H -2.4760 2.7038 -5.3198
33 H -1.5687 3.6340 -4.0313
34 H 0.1094 1.4376 -3.7844
35 H 0.2520 2.6408 -5.1565
36 H 0.4984 0.1454 -5.8150
37 H -0.7183 1.0275 -6.8604
38 H -1.7316 -1.0998 -6.4268
39 H -2.6588 -0.0784 -5.2272
40 H -0.0199 -1.3129 -4.0325
41 H -1.0483 -2.5940 -4.8466
42 H -2.7504 -3.4027 -2.3293
43 H -0.9265 -3.5163 -2.8202
44 H -1.4974 -2.4431 -1.3706
45 H -2.5323 2.5890 1.1583
46 H -2.9877 0.6977 1.4311
47 C 4.3752 -6.7578 0.5882
48 O 3.2180 -6.0822 0.0960
49 C 2.3381 -5.7290 1.0481
50 O 2.4536 -5.9336 2.2307
51 O 1.3071 -5.1081 0.4513
52 C 0.2868 -4.6737 1.3490
53 H 5.0117 -6.9934 -0.2656
54 H 4.9358 -6.1152 1.2703
55 H 4.0961 -7.6926 1.0793
56 H 0.6841 -3.9477 2.0618
57 H -0.1562 -5.5247 1.8708
58 H -0.4926 -4.1874 0.7609
59 C 4.2779 -12.2460 -3.1131
60 O 3.1877 -11.3317 -3.2117
61 C 3.5096 -10.0584 -2.9301
62 O 4.6034 -9.6568 -2.6152
63 O 2.4022 -9.3109 -3.0598
64 C 2.5988 -7.9239 -2.7883
65 H 3.9028 -13.2394 -3.3611
66 H 5.0647 -11.9861 -3.8245
67 H 4.6706 -12.2692 -2.0942
68 H 3.3187 -7.4925 -3.4874
69 H 2.9249 -7.7755 -1.7574
70 H 1.6425 -7.4176 -2.9228
71 C 4.2066 -0.4540 5.1549
72 O 3.0499 0.2200 4.6625
73 C 2.1709 0.5747 5.6147
74 O 2.2878 0.3719 6.7977
75 O 1.1392 1.1945 5.0181
76 C 0.1194 1.6303 5.9168
77 H 4.8425 -0.6909 4.3012
78 H 4.7677 0.1900 5.8355
79 H 3.9281 -1.3878 5.6480
80 H 0.5171 2.3574 6.6278
81 H -0.3222 0.7795 6.4403
82 H -0.6601 2.1152 5.3283
83 C -0.1228 9.5378 -3.6853
84 O -1.3231 9.1505 -3.0192
85 C -1.9012 8.0479 -3.5234
86 O -1.4943 7.3966 -4.4537
87 O -3.0114 7.7973 -2.8103
88 C -3.7330 6.6440 -3.2390
89 H 0.2548 10.4360 -3.1956
90 H 0.6341 8.7548 -3.6023
91 H -0.3220 9.7731 -4.7330
92 H -3.1194 5.7457 -3.1387
93 H -4.0758 6.7644 -4.2689
94 H -4.6071 6.5378 -2.5958
95 C -3.4324 5.6631 8.4518
96 O -2.3763 6.2842 9.1821
97 C -1.1456 5.9121 8.7943
98 O -0.8863 5.1278 7.9147
99 O -0.2542 6.5655 9.5567
100 C 1.1069 6.2646 9.2531
101 H -4.3766 6.0368 8.8490
102 H -3.3751 5.9249 7.3931
103 H -3.4068 4.5792 8.5837
104 H 1.3450 6.5503 8.2262
105 H 1.3132 5.2047 9.4168
106 H 1.7351 6.8467 9.9279

Atomic forces in eV per Å
-0.1 0.3 -0.9
0.5 0.2 -0.5
0.3 -0.3 -0.1
0.3 0.5 -1.6
2.0 0.1 4.0
-1.3 0.3 -0.8
-0.4 0.3 0.2
0.1 -0.1 0.4
0.2 0.6 -1.2
0.2 -0.6 0.3
0.4 -1.0 -0.6
-0.2 -0.5 -1.1
1.3 -0.4 -0.7
-1.0 0.2 1.2
-0.8 -2.2 -1.7
-0.4 -0.4 -1.2
-0.6 0.2 -0.5
4.0 0.1 2.8
-2.8 2.6 -1.3
-1.9 -0.2 0.5
0.6 1.6 -0.5
0.8 -1.6 -0.5
0.3 1.5 0.8
-1.5 -0.4 0.9
-0.3 -1.6 -0.5
0.8 0.6 1.6
0.0 -0.1 -0.7
-1.2 -1.1 0.3
1.3 -1.2 -0.3
0.2 1.5 -0.2
1.6 -0.7 0.3
1.2 -0.4 1.4
-0.4 -1.4 -0.4
-1.0 0.6 -1.0
-1.0 -1.3 0.7
-1.5 0.8 0.0
0.1 -0.2 1.7
0.1 1.0 1.5
1.6 -0.5 -0.1
-1.4 -0.1 -0.1
0.0 1.6 0.6
1.7 0.7 -0.2
-1.0 1.0 0.4
-0.2 -0.7 -1.5
-1.1 -1.2 -0.7
0.7 1.8 -0.6
0.5 -0.2 0.1
-0.4 0.2 0.2
0.0 0.0 -0.1
0.0 0.1 -0.5
0.4 -0.2 0.0
-0.4 0.2 0.2
-0.3 0.1 -0.1
-0.2 -0.1 0.1
0.0 0.2 0.1
0.0 -0.2 0.0
0.2 0.1 0.1
0.2 -0.1 -0.2
0.3 -0.3 0.0
0.0 0.4 0.1
-0.2 0.0 0.0
-0.4 -0.1 -0.1
0.3 -0.4 0.0
0.0 0.5 0.1
-0.2 0.2 0.0
0.0 0.1 0.2
0.1 0.1 -0.2
0.0 -0.1 0.2
0.1 0.0 -0.2
0.0 -0.3 0.0
0.4 -0.2 0.1
-0.3 0.2 0.2
0.0 0.0 -0.1
0.0 0.1 -0.4
0.4 -0.2 0.0
-0.4 0.2 0.3
-0.3 0.1 -0.1
-0.2 -0.1 0.1
0.0 0.2 0.1
0.0 -0.2 0.0
0.2 0.1 0.1
0.3 -0.1 -0.1
0.4 0.2 -0.2
-0.3 -0.3 -0.1
-0.1 0.1 0.1
-0.1 0.2 0.3
0.4 0.2 -0.1
-0.3 -0.4 -0.1
-0.3 -0.1 0.1
-0.1 0.0 -0.1
0.0 -0.2 0.1
0.0 0.1 -0.2
0.2 -0.1 0.1
0.2 0.2 0.1
-0.4 -0.2 -0.2
0.4 -0.1 0.0
0.0 0.1 0.2
-0.1 0.2 0.3
-0.4 -0.2 -0.2
0.5 -0.1 0.0
0.3 0.1 0.1
0.1 -0.2 0.1
0.1 0.1 -0.1
-0.1 -0.2 0.1
-0.1 0.1 -0.2
-0.3 0.0 0.0

The structure (SMILES) is CCCN[C@]1(CCCCCCCOC)COC(=O)O1.COC(=O)OC.COC(=O)OC.COC(=O)OC.COC(=O)OC.COC(=O)OC. Its energy above the lowest of the compared OMol25 structures with the same formula, charge and spin is 0.0 kcal/mol. The value obtained for the LUMO energy is 0.341 eV. For the strongest force on any atom, the calculation gives 4.88 eV/Å. As for the gap between HOMO and LUMO: 9.65 eV. As for the total charge: 0. The HOMO energy comes out at -0.342 hartree. The total energy is -2623.38781 hartree.

Löwdin atomic charge list, values in e, 8 entries: -0.10 -0.23 -0.23 0.01 -0.43 -0.08 -0.17 -0.19

Density functional theory data (ωB97M-V with the def2-TZVPD basis set) for the ion C5H9N2 with charge +1 at a distorted geometry.

Element x y z (Å)
1 C -0.0671 -1.1722 -0.2263
2 C 1.6473 0.2026 0.9243
3 C 1.4183 0.7329 -0.3899
4 C 0.0473 1.0807 -0.2817
5 C -2.1258 0.1664 0.3065
6 N 1.3787 -0.7253 -0.2294
7 N -0.7602 0.0993 -0.1185
8 H -0.3263 -1.7221 0.6125
9 H -0.2384 -1.7418 -1.1171
10 H 2.6236 0.1427 1.4918
11 H 1.9177 1.4441 -1.0580
12 H -0.1643 2.1519 -0.3902
13 H -2.4087 -0.1759 1.3799
14 H -2.5736 -0.3712 -0.3994
15 H -2.4295 1.3351 0.1975
16 H 2.0609 -1.4470 -0.7020

Atomic forces in eV per Å
1.5 1.1 -0.9
1.6 -0.4 2.4
1.1 1.2 -1.4
-0.9 1.1 0.3
-0.1 4.7 3.2
0.5 -2.6 -0.4
0.3 0.2 -0.5
0.0 -1.3 1.8
-0.6 0.0 -0.7
-1.0 0.1 -1.4
1.0 -1.2 -0.2
-0.7 -0.6 0.7
1.1 0.4 -1.8
-2.9 -2.2 -2.5
0.5 -3.0 0.3
-1.4 2.3 1.2

Its energy above the lowest of the compared OMol25 structures with the same formula, charge and spin is 155.8 kcal/mol. The value obtained for the LUMO energy is -4.262 eV. For the strongest force on any atom, the calculation gives 5.69 eV/Å. As for the gap between HOMO and LUMO: 7.70 eV. As for the total charge: +1. The HOMO energy comes out at -0.440 hartree. The total energy is -304.98173 hartree.

Löwdin atomic charge list, values in e, 8 entries: -0.02 -0.02 -0.26 0.03 0.02 0.00 -0.11 0.13

Density functional theory data (ωB97M-V with the def2-TZVPD basis set) for a structure of composition C15H23BN5O6Yb at a distorted geometry.

Element x y z (Å)
1 Yb 7.1590 0.5058 13.3931
2 O 6.9088 2.2160 14.9969
3 C 6.2723 1.9979 16.2222
4 C 6.8694 0.7681 16.8182
5 N 6.8593 -0.2747 15.8024
6 C 5.4917 -0.8561 15.7320
7 C 4.5372 0.0750 14.9670
8 O 3.4964 0.3266 15.4911
9 O 5.0159 0.4659 13.8312
10 C 7.8259 -1.4024 16.0050
11 C 8.1161 -2.1824 14.7258
12 O 8.3000 -3.3767 14.7242
13 O 8.1577 -1.3323 13.7216
14 H 6.8014 3.0869 14.5444
15 H 5.2106 1.7982 15.9869
16 H 6.3879 2.8200 16.9273
17 H 6.3000 0.4727 17.7103
18 H 7.8903 0.9999 17.2047
19 H 5.1223 -1.0563 16.7064
20 H 5.5771 -1.7982 15.1233
21 H 7.4422 -1.9727 16.8984
22 H 8.7358 -0.9689 16.3765
23 B 9.2832 1.8416 11.4036
24 N 9.9556 2.1413 12.7618
25 C 10.9630 2.9641 13.1477
26 C 10.8741 3.0938 14.5058
27 C 9.7606 2.3536 14.9212
28 N 9.2486 1.7849 13.8500
29 N 7.9989 2.7410 11.3040
30 C 7.7589 3.7412 10.3762
31 C 6.4718 4.0755 10.4861
32 C 5.9079 3.2562 11.4730
33 N 6.8707 2.4843 11.9511
34 H 10.0477 2.2218 10.5348
35 H 9.0767 0.6528 11.4188
36 H 11.8025 3.2707 12.4469
37 H 11.4171 3.7324 15.1873
38 H 9.4087 2.3389 15.9451
39 H 8.6066 4.1713 9.9316
40 H 5.9618 4.9222 9.9355
41 H 4.9344 3.2622 11.9878
42 C 5.5570 -2.2251 10.0783
43 C 6.7000 -1.6171 10.8067
44 C 8.1145 -2.1379 10.7582
45 O 6.5487 -0.7128 11.6137
46 H 4.7982 -2.4119 10.8535
47 H 5.8230 -3.0346 9.5111
48 H 5.2420 -1.4444 9.4010
49 H 8.2863 -2.9964 10.0309
50 H 8.2993 -2.4075 11.8230
51 H 8.8120 -1.3413 10.5012

Atomic forces in eV per Å
0.0 0.7 0.4
0.9 1.2 -1.4
-1.7 0.3 0.3
1.1 -0.2 0.7
0.2 -1.2 -0.7
0.9 -0.4 -1.9
1.7 -1.2 -0.3
-2.1 0.8 0.3
-0.1 0.1 0.0
-1.3 0.5 2.2
-0.2 1.1 0.1
0.0 0.2 -0.3
0.3 -1.4 0.2
-0.2 -0.8 0.9
0.4 0.6 0.7
-0.1 0.2 -0.2
-0.1 0.0 -0.1
-0.4 -0.4 -0.6
-0.4 -0.4 0.9
-0.2 0.7 0.7
0.4 -0.2 -1.1
0.8 0.3 -0.1
0.8 0.9 -0.1
0.5 0.4 0.9
1.1 -0.3 -1.4
0.1 0.8 1.4
1.3 0.9 -0.5
-1.4 -1.0 -0.4
0.3 0.7 -1.6
1.5 -2.0 2.1
-3.1 2.5 -1.1
-0.1 0.4 0.7
-0.2 -1.4 0.8
-0.3 -0.3 0.1
-0.5 -0.1 -0.2
-1.6 -0.2 0.9
0.4 -0.1 -0.3
-0.3 -0.5 -0.4
0.6 0.4 -1.0
0.7 -1.3 0.8
0.5 -0.1 -0.7
-0.4 2.2 1.7
1.9 -0.5 0.6
-0.1 -1.5 -1.0
-1.2 0.6 -0.5
0.0 -0.1 -0.6
0.6 -2.2 -1.1
-0.6 0.3 -0.2
-0.3 1.0 1.1
0.2 -0.1 -0.7
-0.1 0.1 0.1

Its energy above the lowest of the compared OMol25 structures with the same formula, charge and spin is 21.4 kcal/mol. The value obtained for the LUMO energy (spin up / spin down) is 0.339 / 0.336 eV. For the strongest force on any atom, the calculation gives 4.14 eV/Å. As for the gap between HOMO and LUMO (spin up / spin down): 9.70 / 9.70 eV. As for the total charge: 0. The HOMO energy (spin up / spin down) comes out at -0.344 / -0.344 hartree. The total energy is -2494.34267 hartree. Its multiplicity is 2.

Löwdin atomic charge list, values in e, 8 entries: 1.67 -0.19 -0.21 -0.17 -0.22 -0.08 -0.69 0.08